Entry 1:
{"formula": "C28H29N3O4", "method": "ωB97M-V/def2-TZVPD", "species": ["C", "C", "C", "C", "C", "C", "C", "H", "C", "O", "C", "C", "C", "C", "C", "C", "H", "H", "C", "C", "C", "O", "C", "O", "N", "C", "H", "C", "N", "C", "H", "H", "H", "C", "H", "H", "H", "H", "H", "H", "C", "C", "C", "C", "N", "C", "C", "H", "H", "H", "H", "H", "O", "H", "H", "H", "H", "H", "H", "H", "H", "H", "H", "H"], "xyz": [[6.179230, 0.271053, -0.341356], [6.129448, -1.213772, -0.157222], [6.651710, -2.081265, -1.106235], [6.597020, -3.451431, -0.913817], [6.010430, -3.972748, 0.224116], [5.484404, -3.117545, 1.184754], [5.554847, -1.747649, 0.990022], [5.149100, -1.080674, 1.736995], [4.848373, -3.682901, 2.433093], [3.903032, -2.823826, 3.038066], [2.797517, -2.467450, 2.345190], [2.431166, -2.974645, 1.100669], [1.272068, -2.532236, 0.493547], [0.471094, -1.561011, 1.090118], [0.835307, -1.065183, 2.343195], [1.973843, -1.519771, 2.962952], [2.264387, -1.146702, 3.931832], [0.211314, -0.333926, 2.829577], [-0.746413, -1.105731, 0.417173], [-1.099239, 0.195512, 0.280768], [-0.295966, 1.373164, 0.566636], [0.800631, 1.446925, 1.076562], [-1.102553, 2.559369, 0.041226], [-0.798455, 3.731515, 0.074632], [-2.251082, 2.060315, -0.472948], [-3.269102, 2.884135, -1.066516], [-4.243464, 2.615278, -0.645598], [-3.290604, 2.740011, -2.606170], [-4.154477, 3.652620, -3.315486], [-5.559189, 3.494342, -3.009700], [-5.835406, 3.869027, -2.012914], [-5.826551, 2.440746, -3.074816], [-6.138953, 4.044386, -3.750892], [-3.739785, 5.037669, -3.249582], [-2.676903, 5.105894, -3.471486], [-3.926665, 5.505024, -2.272336], [-4.290057, 5.598488, -4.005191], [-3.604677, 1.724179, -2.866890], [-2.272012, 2.888372, -2.975907], [-3.025292, 3.914930, -0.797696], [-2.396290, 0.627833, -0.362976], [-3.566380, 0.248953, 0.516289], [-3.741901, 0.862257, 1.751991], [-4.817008, 0.475582, 2.535233], [-5.685208, -0.453468, 2.172637], [-5.513807, -1.038118, 1.000659], [-4.477815, -0.725166, 0.133607], [-4.376834, -1.232062, -0.813567], [-6.246328, -1.792010, 0.743276], [-4.993767, 0.928912, 3.501649], [-3.056001, 1.625212, 2.088891], [-2.521362, 0.167359, -1.352457], [-1.554753, -2.049735, -0.118775], [-1.191785, -2.929507, 0.053955], [1.017531, -2.917348, -0.485452], [3.046765, -3.697421, 0.590028], [5.613228, -3.822990, 3.205507], [4.397739, -4.662831, 2.221149], [5.959911, -5.042639, 0.370019], [7.007713, -4.116781, -1.659023], [7.103755, -1.684031, -2.003533], [6.843012, 0.718952, 0.397672], [6.541555, 0.530610, -1.332737], [5.189952, 0.703947, -0.202407]], "forces_ev_per_angstrom": [[0.0099, 0.0316, 0.0191], [0.0162, -0.0633, 0.0032], [-0.0039, 0.0223, 0.0004], [0.0443, -0.0833, -0.0392], [-0.0500, 0.0258, 0.1208], [-0.0256, 0.0493, 0.0597], [0.0621, -0.1136, -0.0186], [-0.0791, 0.0744, 0.0789], [0.2763, -0.2832, -0.0387], [-0.0663, 0.1861, 0.1069], [-0.4314, 0.1479, -0.0942], [0.2720, -0.2207, 0.1452], [-0.1844, 0.2378, 0.0641], [0.1074, -0.3318, 0.0379], [-0.0106, -0.1786, -0.1236], [0.2139, -0.1257, -0.0017], [0.0280, 0.0502, 0.1246], [-0.0383, 0.0942, 0.0401], [-0.0039, 0.4908, -0.0371], [-0.2389, -0.5585, -0.2401], [0.6543, -0.4502, 0.2819], [-0.3455, 0.3599, -0.1820], [-0.0277, 0.7309, -0.0836], [0.1778, -0.1004, 0.0641], [0.0427, -0.2289, -0.0080], [-0.1294, 0.3110, -0.3613], [0.0758, 0.0702, 0.0376], [0.0737, -0.0570, 0.2233], [-0.0482, -0.0094, -0.0353], [0.0733, 0.0312, -0.0789], [-0.0461, -0.0036, 0.0293], [-0.0801, -0.0583, 0.0116], [-0.1116, -0.0003, 0.0301], [-0.0429, -0.0800, -0.0450], [0.0675, 0.0743, -0.0059], [0.0193, 0.0531, 0.0301], [0.0186, 0.1038, 0.0132], [0.1002, -0.0208, -0.0005], [0.0063, -0.0886, 0.0406], [-0.1042, -0.0982, 0.0391], [-0.0063, -0.4582, 0.0361], [-0.2976, -0.0519, -0.0033], [-0.1116, -0.1488, -0.1300], [0.3191, 0.2605, 0.0498], [-0.4507, -0.1974, 0.2745], [0.0198, -0.1175, -0.2375], [0.1124, 0.1965, 0.1357], [0.0059, -0.0646, -0.1149], [-0.0199, -0.0812, -0.1038], [0.0609, 0.0971, 0.0693], [0.0444, 0.1091, 0.0735], [-0.0128, 0.0564, 0.1091], [0.0981, 0.1444, -0.0734], [-0.0191, 0.1266, 0.1268], [-0.0025, -0.0241, -0.0827], [0.0672, -0.0464, -0.0234], [-0.1659, -0.0441, -0.1199], [0.0382, 0.1209, 0.0242], [-0.0255, -0.1239, -0.0043], [0.0324, -0.0522, -0.0662], [0.0314, 0.0583, -0.0881], [0.0332, 0.0921, 0.0074], [0.0122, 0.0705, -0.0474], [-0.0349, 0.0881, -0.0200]], "e_above_lowest_kj_mol": 273.17, "smiles": "Cc1cccc(COc2ccc(/C(O)=C3\\C(=O)C(=O)N(CCN(C)C)[C@@H]3c3ccncc3)cc2)c1", "homo_ha": -0.30689, "e_tot_ha": -1549.5962, "e_lumo_ev": -0.30, "max_force_ev_per_a": 0.84, "orbital_gap_ev": 8.047}


Entry 2:
{"formula": "C28H29N3RhSi", "method": "ωB97M-V/def2-TZVPD", "species": ["C", "C", "C", "H", "C", "C", "H", "H", "H", "H", "Rh", "C", "H", "H", "H", "Si", "C", "C", "H", "C", "H", "C", "H", "C", "H", "C", "H", "C", "C", "H", "C", "H", "C", "H", "C", "H", "C", "H", "H", "H", "N", "C", "C", "C", "C", "C", "N", "C", "C", "C", "C", "C", "N", "H", "H", "H", "H", "H", "H", "H", "H", "H"], "xyz": [[-0.685619, -1.230885, 2.218119], [-0.934878, -1.617687, 0.845582], [-0.513988, -2.966230, 0.647508], [-1.405247, -1.050790, 0.071646], [-0.011441, -3.429159, 1.905195], [-0.138532, -2.377668, 2.865807], [0.068852, -2.419435, 3.931037], [-0.908399, -0.242570, 2.606808], [-0.581854, -3.470025, -0.322220], [0.313192, -4.442140, 2.097352], [0.979878, -1.825248, 1.296366], [0.140864, 1.130133, -2.909556], [0.854684, 0.293642, -2.815156], [0.796133, 2.025872, -2.935666], [-0.303083, 1.045777, -3.916412], [-1.388516, 1.336040, -1.803075], [-2.651265, 2.666803, -1.247971], [-3.584441, 2.203609, -0.279675], [-3.839963, 1.133726, -0.180013], [-4.134303, 3.100006, 0.645988], [-4.789543, 2.755266, 1.444877], [-3.803409, 4.452764, 0.587457], [-4.177932, 5.164362, 1.317530], [-2.940948, 4.920778, -0.403337], [-2.663077, 5.968804, -0.481270], [-2.371214, 4.038630, -1.329457], [-1.663958, 4.355323, -2.102527], [-2.292744, -0.264009, -2.333816], [-3.681130, -0.309159, -2.556869], [-4.303047, 0.599285, -2.562004], [-4.318780, -1.528543, -2.883543], [-5.411577, -1.573116, -3.004838], [-3.564500, -2.698494, -3.052199], [-4.040396, -3.649562, -3.302901], [-2.166808, -2.649814, -2.939517], [-1.534032, -3.532123, -3.123512], [-1.539628, -1.445247, -2.589689], [-0.440084, -1.411604, -2.622552], [-1.206263, 0.597041, -0.473139], [-1.038104, 1.557200, -0.231367], [2.845491, 0.882736, 1.629676], [3.182373, 0.026292, 2.702810], [4.059024, 0.469522, 3.698651], [4.473655, -0.422686, 4.675944], [3.943456, -1.716374, 4.664047], [3.026742, -2.078880, 3.692000], [2.669885, -1.207953, 2.722281], [2.914454, 0.499829, 0.274606], [3.636107, 1.276556, -0.632018], [3.813320, 0.814575, -1.925658], [3.217331, -0.396024, -2.276655], [2.454335, -1.098157, -1.360467], [2.321128, -0.639301, -0.095813], [3.226552, 1.815935, 1.762937], [4.398453, 1.498632, 3.629403], [5.181238, -0.118729, 5.441591], [4.220630, -2.459071, 5.399380], [2.544906, -3.057859, 3.656504], [4.073418, 2.189009, -0.250555], [4.415951, 1.363320, -2.636456], [3.308767, -0.808283, -3.275277], [1.947882, -2.044645, -1.575921]], "forces_ev_per_angstrom": [[-2.5787, 0.3442, 0.1373], [-3.0278, -0.3480, -0.0987], [-2.5888, -0.8500, -0.4932], [-0.0803, 0.3737, -0.1393], [-1.4394, -2.6930, 1.1508], [-2.1747, -0.8795, 2.4845], [0.1605, -0.1832, -0.3095], [0.0766, -0.3111, 0.1169], [0.1276, 0.0063, 0.6101], [0.0745, 0.1287, 0.0931], [10.6522, 3.8952, -3.8333], [0.7174, 1.4916, -0.3026], [-0.8594, 0.2241, 0.4154], [-0.4057, -0.2994, 0.0100], [0.1197, 0.0214, 0.2612], [-1.0375, -1.3492, -0.3962], [0.0161, -0.3830, 0.0606], [0.1099, 0.1521, 0.1297], [0.2468, 0.6221, -0.1947], [0.2033, 0.0065, -0.2369], [0.0590, -0.0505, -0.2975], [0.3603, 0.1558, -0.2172], [-0.0892, -0.2158, -0.0557], [0.2765, -0.1815, -0.7156], [-0.2228, -0.0881, 0.1966], [-0.2590, -0.4148, 0.2427], [-0.2316, 0.2526, 0.4395], [-0.3259, 0.0842, -1.1079], [-0.3546, -0.7731, -0.2315], [0.4575, -0.3947, 0.3200], [0.3142, -0.0710, 0.1065], [0.6140, 0.1137, -0.0154], [0.0947, 0.1694, 0.0958], [0.0353, 0.3845, 0.0797], [0.2464, 0.5181, 0.2407], [-0.5075, 0.3826, -0.0037], [-0.5230, -0.0649, -0.2076], [-0.5335, -0.0046, 0.3461], [0.0099, -1.1285, 0.4990], [1.4299, 1.2801, 0.3465], [0.1854, 0.1846, 0.0191], [0.0273, -0.6008, -0.0845], [-0.0140, 0.0368, -0.1483], [-0.4654, 0.1152, -0.2840], [-0.1818, -0.4493, -0.0317], [0.4105, 0.9632, -0.0852], [0.1485, 0.1207, 0.1420], [-0.0610, -0.6600, 0.0441], [0.0160, -0.0059, 0.0226], [-0.3297, -0.1173, 0.5746], [-0.2958, -0.6173, -0.4617], [0.5368, 0.7316, 0.5750], [0.1100, -0.1706, 0.2267], [-0.1555, -0.3011, 0.0103], [0.2009, -0.1772, 0.2622], [-0.1105, -0.0428, -0.1359], [0.0954, 0.1369, 0.0829], [0.2553, 0.2964, 0.0366], [0.1593, 0.0833, -0.2877], [-0.0495, 0.0178, 0.0114], [0.1169, 0.1440, 0.0484], [0.2375, 0.3888, -0.0628]], "s2": 6.0110, "e_above_lowest_kj_mol": 67.97, "homo_ha": [-0.28174, -0.41160], "e_tot_ha": -1648.1570, "spin_multiplicity": 5, "e_lumo_ev": [-2.65, -5.04], "total_charge": 1, "max_force_ev_per_a": 11.97, "orbital_gap_ev": [5.020, 6.162]}